Model one:
Computed, not measured: 2 unconnected molecules or ions with the total composition C2H4BrNO2, with ωB97M-V/def2-TZVPD.

Each line ends with the natural charge from an NBO analysis.
Geometry (Å):
C (1.458, -2.215, 1.399)  0.480
C (-0.340, 0.707, -0.385)  -0.289
N (1.001, -1.794, 0.167)  -0.504
O (2.623, -2.240, 1.719)  -0.533
O (-0.582, -0.258, 0.490)  -0.385
Br (2.071, -1.131, -1.005)  0.431
H (0.601, -2.548, 2.133)  0.155
H (-0.013, 0.369, -1.471)  0.226
H (0.290, 1.557, -0.238)  0.174
H (-1.319, 1.061, -0.939)  0.245

Output
**Total charge**: 0
**HOMO (alpha / beta)**: -9.68 / -9.68 eV
**M**: 153.96 g mol⁻¹
**Frontier orbital gap (alpha / beta)**: 6.81 / 6.82 eV

Model two:
Computed, not measured: 2 unconnected molecules or ions with the total composition C2H4BrNO2, with ωB97M-V/def2-TZVPD.

Each line ends with the natural charge from an NBO analysis.
Geometry (Å):
C (0.387, 0.676, 0.716)  0.678
C (-0.045, -0.030, -0.508)  0.233
N (0.485, 0.190, -1.701)  -0.593
O (-0.073, 0.197, 1.846)  -0.604
O (1.017, 1.706, 0.632)  -0.505
Br (-1.849, -2.418, 2.172)  -0.858
H (-0.917, -0.613, -0.660)  0.259
H (-0.332, -0.682, 1.850)  0.521
H (0.003, 0.168, -2.572)  0.436
H (1.323, 0.806, -1.776)  0.435

Output
**Total charge**: 0
**HOMO (alpha / beta)**: -7.72 / -7.72 eV
**M**: 153.96 g mol⁻¹
**Frontier orbital gap (alpha / beta)**: 4.12 / 4.12 eV

Most stable = model two

Model one:
Computed, not measured: 9 unconnected molecules or ions with the total composition C6H27NO9, with ωB97M-V/def2-TZVPD.

Each line ends with the natural charge from an NBO analysis.
Geometry (Å):
O (-2.645, 1.587, -4.107)  -0.540
C (-2.013, 0.570, -3.896)  0.436
C (-0.610, 0.649, -3.414)  -0.519
C (-0.810, 0.291, -1.900)  -0.404
C (0.553, 0.011, -1.231)  -0.147
C (0.483, -0.436, 0.027)  0.022
N (1.513, -0.768, 0.885)  -0.832
C (1.825, 0.330, -1.945)  -0.676
H (-2.489, -0.384, -4.147)  0.120
H (-0.341, 1.693, -3.661)  0.226
H (0.036, 0.100, -4.108)  0.224
H (-1.250, 1.256, -1.595)  0.215
H (-1.568, -0.484, -1.751)  0.236
H (-0.462, -0.605, 0.523)  0.183
H (2.436, -0.668, 0.507)  0.378
H (1.472, -1.347, 1.695)  0.396
H (1.666, 1.320, -2.345)  0.226
H (1.951, -0.324, -2.823)  0.214
H (2.818, 0.343, -1.500)  0.229
H (-1.840, -2.483, 2.275)  0.481
H (-3.388, -2.384, 2.504)  0.479
O (-2.690, -2.918, 2.114)  -0.953
H (-0.958, -4.010, 0.596)  0.490
H (0.253, -3.052, 0.165)  0.493
O (-0.690, -3.112, 0.353)  -0.980
H (-2.622, -1.287, 0.730)  0.483
H (-4.064, -1.156, 0.305)  0.470
O (-3.290, -0.609, 0.493)  -0.958
H (0.835, 3.511, 2.556)  0.481
H (0.912, 2.250, 3.221)  0.478
O (1.546, 2.955, 2.900)  -0.990
H (3.299, -2.475, -0.395)  0.466
H (2.279, -1.996, -1.421)  0.474
O (2.825, -2.749, -1.185)  -0.937
H (-1.272, 4.160, 0.450)  0.488
H (-0.076, 3.192, -0.120)  0.493
O (-0.548, 3.563, 0.623)  -0.979
H (-1.372, 1.612, 3.578)  0.493
H (-0.281, 0.796, 2.886)  0.483
O (-0.442, 1.371, 3.644)  -0.941
H (3.013, 0.143, 3.481)  0.462
H (2.744, 1.180, 2.456)  0.496
O (3.258, 0.362, 2.575)  -0.959

Output
**Total charge**: 0
**HOMO**: -7.98 eV
**M**: 257.28 g mol⁻¹
**Frontier orbital gap**: 7.93 eV
**SMILES string**: C/C(=C\N)CCC=O.O.O.O.O.O.O.O.O

Model two:
Computed, not measured: 9 unconnected molecules or ions with the total composition C6H27NO9, with ωB97M-V/def2-TZVPD.

Each line ends with the natural charge from an NBO analysis.
Geometry (Å):
C (-0.403, -0.170, -0.002)  -0.416
N (0.491, -0.309, -1.195)  -0.457
C (-0.240, -1.080, -2.339)  -0.232
C (0.673, -2.095, -3.035)  -0.423
C (2.018, -1.904, -2.300)  -0.410
C (1.701, -1.283, -0.975)  -0.177
C (2.940, -0.534, -0.539)  0.470
O (2.818, 0.180, 0.423)  -0.530
H (-1.451, -0.006, -0.355)  0.212
H (-0.012, 0.574, 0.610)  0.215
H (-0.487, -1.163, 0.616)  0.161
H (-0.546, -0.312, -3.034)  0.208
H (-1.123, -1.694, -1.850)  0.200
H (0.756, -1.942, -4.140)  0.223
H (0.349, -3.080, -2.748)  0.213
H (2.649, -1.239, -2.816)  0.199
H (2.628, -2.851, -2.202)  0.224
H (1.377, -2.037, -0.209)  0.215
H (3.872, -0.609, -1.143)  0.135
H (-2.880, 3.312, 0.455)  0.486
H (-1.556, 2.901, -0.039)  0.509
O (-2.394, 2.519, 0.095)  -0.972
H (0.346, 3.393, 1.601)  0.503
H (0.218, 3.956, 0.127)  0.474
O (-0.143, 3.903, 0.929)  -1.019
H (-4.002, 0.917, 1.499)  0.480
H (-2.814, 1.012, 0.638)  0.508
O (-3.283, 0.379, 1.194)  -0.989
H (1.911, 2.533, 2.696)  0.480
H (0.882, 1.355, 2.657)  0.521
O (0.970, 2.344, 2.562)  -0.986
H (-2.815, -1.198, 0.957)  0.507
H (-3.397, -2.606, 1.555)  0.479
O (-2.799, -2.153, 0.834)  -0.997
H (-0.988, -2.263, 3.337)  0.501
H (-0.981, -2.345, 1.592)  0.515
O (-0.443, -2.398, 2.442)  -1.007
H (1.819, -0.261, 1.704)  0.485
H (0.725, -1.028, 2.425)  0.499
O (1.350, -0.305, 2.605)  -1.005
H (0.707, 1.858, -1.069)  0.506
H (0.739, 2.995, -2.225)  0.484
O (0.814, 2.735, -1.338)  -0.988

Output
**Total charge**: 0
**HOMO**: -9.45 eV
**M**: 257.28 g mol⁻¹
**Frontier orbital gap**: 9.78 eV
**SMILES string**: CN1CCC[C@H]1C=O.O.O.O.O.O.O.O.O

Most stable = model one

Model one:
Computed, not measured: 13 unconnected molecules or ions with the total composition H26O13, with ωB97M-V/def2-TZVPD.

Each line ends with the natural charge from an NBO analysis.
Geometry (Å):
H (-0.352, 0.668, -0.262)  0.489
H (0.741, -0.375, -0.436)  0.454
H (-2.446, 5.164, -1.543)  0.466
H (-1.067, 4.525, -1.544)  0.475
H (-0.074, -2.251, 1.226)  0.470
H (0.914, -1.742, 2.263)  0.457
H (-2.641, -4.843, -2.135)  0.469
H (-1.981, -3.624, -1.512)  0.455
H (-2.538, -0.497, 3.987)  0.473
H (-3.225, 0.818, 3.661)  0.469
H (-1.038, -2.422, -3.107)  0.471
H (-0.162, -1.536, -2.236)  0.463
H (3.524, -1.248, 3.423)  0.467
H (2.799, 0.006, 2.962)  0.464
H (-0.858, 2.855, 1.096)  0.480
H (-2.326, 3.248, 1.122)  0.477
H (-2.089, 0.229, -0.504)  0.472
H (-2.931, 1.481, -0.685)  0.459
H (3.175, 2.493, -2.665)  0.472
H (3.588, 2.115, -1.252)  0.451
H (4.424, -2.711, -1.826)  0.467
H (4.584, -1.620, -0.780)  0.460
H (2.298, 0.719, 0.866)  0.464
H (1.794, 1.995, 0.212)  0.471
H (-1.987, -2.884, 0.385)  0.442
H (-2.583, -1.813, 1.285)  0.485
O (-0.171, -0.182, -0.681)  -0.941
O (-1.534, 5.325, -1.809)  -0.941
O (-0.030, -1.796, 2.075)  -0.929
O (-2.605, -3.882, -2.200)  -0.921
O (-2.590, 0.185, 3.309)  -0.941
O (-0.541, -1.596, -3.120)  -0.938
O (3.678, -0.330, 3.175)  -0.929
O (-1.597, 3.073, 0.516)  -0.956
O (-2.624, 0.697, -1.155)  -0.934
O (3.952, 2.357, -2.111)  -0.922
O (5.084, -2.132, -1.426)  -0.926
O (1.856, 1.552, 1.066)  -0.936
O (-2.421, -2.023, 0.359)  -0.925

Output
**Total charge**: 0
**HOMO**: -10.54 eV
**M**: 234.19 g mol⁻¹
**Frontier orbital gap**: 9.65 eV

Model two:
Computed, not measured: 13 unconnected molecules or ions with the total composition H26O13, with ωB97M-V/def2-TZVPD.

Each line ends with the natural charge from an NBO analysis.
Geometry (Å):
O (-2.276, 2.778, -1.345)  -0.941
H (-3.140, 3.175, -1.408)  0.482
H (-1.862, 3.362, -0.638)  0.478
O (-0.304, 1.332, -0.589)  -0.950
H (0.176, 1.471, 0.126)  0.462
H (-1.126, 1.807, -0.449)  0.495
O (-2.500, 0.891, 2.154)  -0.923
H (-2.800, 0.240, 1.605)  0.456
H (-2.455, 0.320, 2.950)  0.469
O (1.408, -1.772, -2.954)  -0.976
H (1.452, -1.676, -3.803)  0.456
H (0.628, -1.171, -2.612)  0.502
O (0.424, 3.279, 1.777)  -0.958
H (0.447, 4.186, 2.140)  0.481
H (1.310, 2.929, 1.952)  0.479
O (1.361, -3.156, -0.452)  -0.970
H (1.817, -3.960, -0.338)  0.468
H (1.903, -2.586, -1.010)  0.500
O (-0.432, 0.320, -3.176)  -0.985
H (-0.362, 0.685, -2.319)  0.500
H (-1.400, -0.047, -3.241)  0.498
O (2.254, -0.255, -0.122)  -0.977
H (2.914, -0.448, 0.599)  0.498
H (2.812, -0.118, -0.884)  0.481
O (-0.508, -2.909, 3.436)  -0.927
H (-0.411, -2.021, 3.263)  0.467
H (-0.544, -3.190, 2.552)  0.458
O (2.334, -0.769, 2.792)  -0.993
H (1.604, -1.026, 2.257)  0.483
H (1.993, -0.700, 3.820)  0.477
O (-2.692, -2.127, -1.208)  -0.932
H (-3.010, -2.929, -0.578)  0.469
H (-2.130, -1.714, -0.509)  0.464
O (0.116, -0.723, 1.680)  -0.988
H (-0.125, 0.219, 1.276)  0.503
H (0.374, -1.178, 0.882)  0.503
O (0.890, 2.864, -2.573)  -0.965
H (1.378, 2.527, -1.887)  0.461
H (0.485, 2.089, -3.165)  0.496

Output
**Total charge**: 0
**HOMO**: -10.53 eV
**M**: 234.20 g mol⁻¹
**Frontier orbital gap**: 10.51 eV

Model three:
Computed, not measured: 13 unconnected molecules or ions with the total composition H26O13, with ωB97M-V/def2-TZVPD.

Each line ends with the natural charge from an NBO analysis.
Geometry (Å):
H (-0.989, 0.601, -0.025)  0.474
H (0.293, -0.172, 0.238)  0.439
H (-0.750, -2.552, 3.748)  0.477
H (0.566, -2.875, 3.060)  0.480
H (3.593, -2.659, 3.295)  0.460
H (3.275, -2.445, 1.824)  0.465
H (3.579, -0.531, -0.852)  0.479
H (2.352, -0.243, -0.004)  0.469
H (-3.707, 1.802, 1.185)  0.477
H (-3.099, 0.857, 0.162)  0.455
H (3.025, 1.145, -1.844)  0.476
H (2.073, 1.455, -2.988)  0.486
H (-0.771, -0.160, 3.054)  0.483
H (-1.350, -0.233, 4.458)  0.457
H (-3.564, -1.477, -1.023)  0.466
H (-3.398, -2.099, -2.399)  0.464
H (-1.829, 2.300, -2.383)  0.472
H (-2.921, 2.901, -1.514)  0.458
H (2.065, 1.973, 1.559)  0.471
H (3.125, 2.615, 0.680)  0.468
H (-0.089, 0.865, -1.747)  0.510
H (-0.257, 2.345, -2.053)  0.454
H (-0.032, 0.444, -4.168)  0.480
H (0.676, -0.545, -3.256)  0.487
H (-1.058, -2.663, 1.251)  0.492
H (-0.913, -2.700, -0.261)  0.460
O (-0.032, 0.706, 0.008)  -0.911
O (-0.144, -2.223, 3.075)  -0.953
O (3.802, -2.088, 2.548)  -0.925
O (3.287, -0.025, -0.086)  -0.943
O (-3.701, 0.877, 0.914)  -0.931
O (2.613, 0.747, -2.619)  -0.969
O (-1.501, 0.165, 3.593)  -0.940
O (-3.733, -1.311, -1.957)  -0.929
O (-2.479, 3.012, -2.363)  -0.965
O (2.332, 2.821, 1.188)  -0.938
O (-0.523, 1.663, -1.425)  -0.951
O (0.577, 0.399, -3.422)  -0.950
O (-0.395, -2.687, 0.551)  -0.956

Output
**Total charge**: 0
**HOMO**: -9.42 eV
**M**: 234.19 g mol⁻¹
**Frontier orbital gap**: 8.93 eV

Model four:
Computed, not measured: a molecular structure, H26O13, with ωB97M-V/def2-TZVPD.

Each line ends with the natural charge from an NBO analysis.
Geometry (Å):
H (0.030, 0.380, 1.090)  0.459
H (-0.360, 0.528, -0.372)  0.476
H (0.270, 5.495, 0.145)  0.473
H (-0.773, 4.880, -0.773)  0.469
H (-4.651, -0.093, -0.723)  0.460
H (-5.273, -0.432, -2.068)  0.465
H (1.999, 0.716, -2.455)  0.466
H (3.225, 0.097, -3.107)  0.478
H (-2.334, -2.088, 1.550)  0.460
H (-3.819, -2.158, 1.235)  0.464
H (-2.904, 1.055, 1.285)  0.405
H (-2.069, -0.214, 1.313)  0.448
H (3.115, -2.757, 0.733)  0.487
H (4.253, -3.620, 0.214)  0.472
H (-1.833, -1.678, -2.745)  0.457
H (-2.676, -0.649, -3.479)  0.464
H (2.080, -0.741, 2.079)  0.461
H (3.470, -0.941, 1.496)  0.480
H (-1.553, 0.871, 4.283)  0.467
H (-2.338, 0.084, 3.247)  0.466
H (1.515, 2.344, 1.411)  0.472
H (2.151, 2.390, 0.031)  0.459
H (3.380, 1.112, -0.461)  0.427
H (4.045, -0.119, -1.053)  0.483
H (-0.113, -2.198, -2.000)  0.461
H (0.496, -3.356, -1.227)  0.473
O (-0.604, 0.063, 0.436)  -0.896
O (-0.398, 5.728, -0.510)  -0.942
O (-4.578, 0.101, -1.664)  -0.923
O (2.782, 0.191, -2.256)  -0.950
O (-3.096, -2.676, 1.606)  -0.920
O (-2.006, 0.733, 1.148)  -0.890
O (4.041, -2.715, 0.472)  -0.964
O (-2.587, -1.091, -2.626)  -0.924
O (2.851, -1.317, 2.133)  -0.938
O (-1.497, 0.535, 3.381)  -0.939
O (1.432, 2.768, 0.550)  -0.930
O (4.086, 0.844, -1.059)  -0.905
O (-0.344, -3.027, -1.567)  -0.935

Output
**Total charge**: 0
**HOMO**: -8.59 eV
**M**: 234.19 g mol⁻¹
**Frontier orbital gap**: 8.28 eV

Most stable = model one

Model one:
Computed, not measured: a molecular structure, H26O13, with ωB97M-V/def2-TZVPD.

Each line ends with the natural charge from an NBO analysis.
Geometry (Å):
H (0.269, -0.047, 0.351)  0.459
H (-0.659, 0.894, -0.401)  0.443
H (-4.656, -1.089, 0.637)  0.461
H (-5.949, -1.798, 0.269)  0.472
H (1.125, 1.492, -0.677)  0.462
H (0.991, 0.949, -2.090)  0.477
H (4.374, -0.454, 0.679)  0.471
H (5.626, -1.314, 0.742)  0.462
H (1.870, 3.130, 1.696)  0.471
H (1.275, 3.196, 0.299)  0.452
H (-1.314, 1.223, 3.381)  0.471
H (-0.139, 0.811, 4.253)  0.468
H (-0.672, -2.434, 0.525)  0.446
H (-1.802, -1.672, -0.147)  0.459
H (-4.095, 1.873, -1.839)  0.470
H (-2.597, 2.127, -1.867)  0.459
H (0.072, -2.814, -2.637)  0.479
H (1.015, -1.660, -2.934)  0.451
H (-2.619, -3.270, 1.080)  0.456
H (-3.844, -4.139, 1.312)  0.474
H (-2.510, 3.916, -0.075)  0.469
H (-1.199, 3.724, -0.819)  0.457
H (4.003, 0.366, -1.323)  0.463
H (5.184, 1.255, -0.967)  0.497
H (3.007, -2.336, -0.487)  0.458
H (2.629, -2.970, 0.841)  0.466
O (-0.654, 0.069, 0.098)  -0.913
O (-5.597, -1.109, 0.844)  -0.933
O (0.825, 1.736, -1.560)  -0.937
O (5.107, -0.688, 1.260)  -0.947
O (1.732, 3.733, 0.957)  -0.921
O (-0.365, 1.356, 3.491)  -0.939
O (-0.842, -1.693, -0.068)  -0.898
O (-3.434, 2.483, -2.184)  -0.928
O (0.988, -2.534, -2.529)  -0.929
O (-3.056, -4.068, 0.763)  -0.932
O (-1.666, 4.347, -0.251)  -0.926
O (4.593, 0.591, -0.594)  -0.945
O (2.984, -3.184, -0.029)  -0.923

Output
**Total charge**: 0
**HOMO**: -9.67 eV
**M**: 234.19 g mol⁻¹
**Frontier orbital gap**: 8.92 eV

Model two:
Computed, not measured: 13 unconnected molecules or ions with the total composition H26O13, with ωB97M-V/def2-TZVPD.

Each line ends with the natural charge from an NBO analysis.
Geometry (Å):
O (-2.570, -3.967, 2.193)  -0.936
H (-1.677, -4.132, 1.888)  0.472
H (-2.889, -3.261, 1.631)  0.465
O (3.194, -1.155, -2.502)  -0.948
H (3.812, -1.188, -1.772)  0.479
H (3.490, -1.841, -3.100)  0.469
O (1.380, -4.010, -0.488)  -0.941
H (2.041, -3.378, -0.768)  0.471
H (0.644, -3.869, -1.084)  0.470
O (-3.223, 0.968, 3.620)  -0.941
H (-4.132, 0.970, 3.323)  0.467
H (-2.726, 0.643, 2.869)  0.474
O (-1.943, -3.403, -3.450)  -0.943
H (-1.443, -3.265, -4.254)  0.470
H (-2.475, -4.179, -3.629)  0.474
O (-3.326, 3.661, -1.503)  -0.943
H (-3.308, 3.107, -2.284)  0.476
H (-3.504, 3.056, -0.783)  0.466
O (2.211, -1.608, 4.552)  -0.947
H (1.844, -0.742, 4.731)  0.477
H (2.242, -2.037, 5.407)  0.470
O (-0.666, 0.456, 0.339)  -0.945
H (-0.526, -0.072, -0.447)  0.471
H (0.201, 0.799, 0.555)  0.474
O (-3.861, 0.837, -4.249)  -0.943
H (-3.611, 0.097, -3.697)  0.469
H (-3.056, 1.075, -4.710)  0.475
O (0.706, 2.489, 4.455)  -0.945
H (-0.204, 2.618, 4.188)  0.474
H (1.221, 2.814, 3.716)  0.470
O (4.733, -0.706, 1.392)  -0.950
H (4.145, -0.724, 2.147)  0.481
H (5.448, -1.295, 1.630)  0.469
O (-0.131, 2.482, -4.631)  -0.943
H (0.242, 3.363, -4.607)  0.472
H (0.510, 1.936, -4.176)  0.470
O (2.623, 4.237, 1.366)  -0.940
H (2.015, 4.890, 1.713)  0.469
H (2.566, 4.337, 0.415)  0.471

Output
**Total charge**: 0
**HOMO**: -11.29 eV
**M**: 234.20 g mol⁻¹
**Frontier orbital gap**: 11.04 eV

Most stable = model two